# 1
{"formula": "C20H59N5O7", "method": "ωB97M-V with the def2-TZVPD basis set", "orbital_gap_ev": 8.5, "homo_ev": -8.509, "e_lumo_ev": 0.04, "energy_ev": -43477.4571, "de_lowest_kcal_mol": 4.2, "elements": ["C", "O", "C", "C", "C", "N", "H", "H", "H", "H", "H", "H", "H", "H", "H", "H", "H", "C", "O", "C", "C", "C", "N", "H", "H", "H", "H", "H", "H", "H", "H", "H", "H", "H", "C", "O", "C", "C", "C", "N", "H", "H", "H", "H", "H", "H", "H", "H", "H", "H", "H", "C", "O", "C", "C", "C", "N", "H", "H", "H", "H", "H", "H", "H", "H", "H", "H", "H", "C", "O", "C", "C", "C", "N", "H", "H", "H", "H", "H", "H", "H", "H", "H", "H", "H", "O", "H", "H", "O", "H", "H"], "coordinates": [[2.286199, -1.062065, 1.942563], [0.903604, -0.775427, 2.060278], [0.224146, -1.783334, 2.750837], [-1.216887, -1.386297, 3.046373], [-2.027468, -1.178273, 1.789588], [-1.272615, -0.218878, 3.964068], [2.722012, -0.332118, 1.262513], [2.453276, -2.072786, 1.554944], [2.791285, -0.985930, 2.910901], [0.142061, -2.724080, 2.175290], [0.706701, -2.079627, 3.689502], [-1.596981, -2.206667, 3.663533], [-1.610476, -0.451338, 1.093636], [-3.051201, -0.831629, 1.967532], [-2.230186, -2.124391, 1.272707], [-1.026251, 0.612210, 3.426018], [-2.258767, -0.073452, 4.162952], [2.657829, 0.113073, -2.875493], [3.081064, 0.933688, -1.801140], [4.460747, 0.860790, -1.532159], [4.745340, 1.670735, -0.287922], [4.228483, 3.105194, -0.466817], [6.203376, 1.631620, -0.061668], [2.530988, -0.957796, -2.693819], [3.331766, 0.284734, -3.723361], [1.664811, 0.484531, -3.120535], [4.873980, -0.151319, -1.468301], [4.989337, 1.368476, -2.361230], [4.263801, 1.275893, 0.608325], [4.387931, 3.479232, -1.479033], [4.742639, 3.809783, 0.195733], [3.183070, 3.160458, -0.154291], [6.419248, 2.340436, 0.637851], [6.638232, 2.079935, -0.871987], [-2.728814, 4.824195, -4.027080], [-2.159688, 3.544384, -4.050039], [-1.399218, 3.273300, -2.896878], [-1.022173, 1.827130, -2.845675], [-2.243841, 0.924784, -2.752791], [-0.153818, 1.629679, -1.676534], [-1.998527, 5.603242, -3.759618], [-3.526241, 4.896940, -3.274343], [-3.119961, 5.038751, -5.018019], [-0.468663, 3.877638, -2.966057], [-1.856826, 3.628757, -1.963645], [-0.497119, 1.556991, -3.774168], [-1.912853, -0.107418, -2.670369], [-2.877739, 1.106719, -3.624436], [-2.897918, 1.234248, -1.932517], [0.122923, 0.665508, -1.514106], [0.669823, 2.190196, -1.874751], [-5.617928, -6.495043, -1.649900], [-4.385778, -5.809172, -1.686606], [-3.837771, -5.655089, -0.420230], [-2.635616, -4.751863, -0.438776], [-1.619373, -5.108291, -1.529272], [-2.076681, -4.747233, 0.931687], [-6.070995, -6.474383, -2.634051], [-6.283913, -6.000579, -0.927535], [-5.480462, -7.522246, -1.291597], [-4.585653, -5.213742, 0.261349], [-3.551969, -6.612334, 0.058545], [-2.972040, -3.717228, -0.555273], [-1.367393, -6.167700, -1.546274], [-0.720862, -4.504699, -1.418651], [-2.151194, -4.807963, -2.436026], [-1.253060, -4.160172, 0.881883], [-1.836506, -5.689920, 1.217822], [1.071308, 4.156602, 5.298053], [1.005054, 4.208175, 3.886364], [0.373926, 3.072619, 3.332924], [0.663247, 2.980573, 1.839173], [0.306080, 4.263222, 1.116309], [-0.159046, 1.879636, 1.318350], [1.257199, 5.168272, 5.658464], [1.925604, 3.548475, 5.615787], [0.122140, 3.794416, 5.699184], [0.815541, 2.191101, 3.821585], [-0.715220, 3.103529, 3.463407], [1.742723, 2.796630, 1.718167], [-0.757076, 4.296513, 0.875164], [0.889107, 4.423995, 0.207746], [0.535436, 5.110206, 1.768157], [-0.109271, 1.889525, 0.298478], [0.184667, 0.974365, 1.623279], [1.743842, -3.601199, -1.175154], [2.337078, -4.127348, -1.717963], [1.508618, -4.175442, -0.440086], [0.326768, -1.162643, -0.871178], [0.820021, -1.994062, -0.865321], [0.289005, -0.889927, 0.055658]], "forces_ev_per_a": [[0.22, 0.14, 0.03], [0.38, -0.32, -0.08], [-1.09, -0.82, 0.49], [0.15, 0.70, 0.86], [-1.03, -0.53, -0.69], [0.08, -0.01, -0.54], [-0.06, -0.04, -0.07], [-0.06, 0.03, -0.12], [-0.11, 0.01, 0.04], [0.35, 0.20, -0.32], [0.24, 0.44, 0.02], [-0.20, -0.18, -0.39], [0.23, -0.05, 0.08], [0.18, 0.20, 0.50], [0.48, 0.05, -0.10], [0.10, -0.04, 0.07], [0.06, -0.01, 0.21], [-0.23, 0.82, -0.44], [-0.16, -0.94, 0.37], [0.04, 0.46, -0.25], [0.54, 0.88, 0.12], [-0.15, 0.13, 0.55], [0.17, 0.60, -0.23], [0.45, 0.03, 0.51], [-0.11, -0.21, -0.11], [0.02, -0.06, -0.26], [-0.33, -0.13, 0.15], [0.10, -0.18, 0.03], [-0.01, -0.37, -0.13], [-0.25, -0.10, -0.10], [0.14, -0.23, 0.09], [-0.10, 0.08, -0.52], [-0.11, -0.37, 0.35], [-0.03, -0.42, -0.16], [0.01, 0.38, 0.31], [-0.23, -0.20, 0.07], [1.02, 1.14, -0.20], [-0.25, -1.16, 0.45], [-0.33, 0.75, -0.22], [-0.05, 0.88, -0.52], [0.10, -0.14, -0.16], [-0.07, -0.10, -0.15], [-0.10, -0.03, 0.01], [-0.09, -0.13, 0.05], [-0.44, -0.37, -0.08], [-0.04, 0.19, -0.08], [-0.33, -0.13, 0.04], [0.26, -0.43, -0.21], [0.36, -0.29, 0.39], [-0.03, 0.04, -0.40], [0.33, -0.29, 0.43], [0.04, 0.16, 0.70], [-0.07, -0.17, -0.65], [-0.34, 0.11, 1.02], [0.74, 0.17, 0.79], [-1.08, 0.63, 0.06], [-0.36, 0.00, -0.43], [0.09, -0.05, -0.12], [-0.09, -0.02, -0.18], [-0.01, -0.07, -0.21], [0.09, -0.03, -0.07], [-0.04, -0.12, -0.38], [-0.01, -0.06, -0.49], [-0.06, -0.06, -0.01], [0.04, 0.04, -0.08], [0.55, -0.36, -0.38], [0.17, -0.22, 0.40], [0.32, 0.08, 0.00], [0.15, 0.29, -0.40], [-0.05, 0.30, 0.05], [0.64, -0.07, -0.15], [-0.25, -0.39, 0.01], [0.16, 0.63, 0.23], [0.29, 0.20, -0.03], [-0.11, 0.03, -0.03], [-0.25, -0.28, 0.11], [0.11, -0.10, 0.25], [-0.43, -0.19, -0.03], [0.03, -0.02, 0.22], [-0.02, 0.04, 0.06], [-0.02, -0.09, -0.01], [-0.10, -0.25, -0.12], [-0.05, 0.00, -0.08], [-0.35, -0.02, 0.10], [0.16, 0.24, 0.02], [0.03, -0.13, 0.19], [0.04, 0.05, -0.12], [0.01, -0.09, 0.03], [-0.12, -0.12, 0.19], [0.08, 0.09, -0.26], [0.05, 0.01, 0.09]], "mulliken_charge": [-0.71, -0.08, -0.90, 0.39, -0.39, -0.83, -0.04, 0.32, 0.29, 0.13, 0.50, 0.50, 0.03, 0.46, -0.22, 0.26, 0.29, -0.59, 0.03, -1.03, 1.13, -1.27, -0.83, 0.14, 0.41, 0.05, 0.33, 0.50, -0.21, 0.28, 0.50, 0.04, 0.31, 0.28, -0.78, -0.35, -0.84, 0.80, -1.74, -0.06, 0.31, 0.31, 0.26, 0.43, 0.36, 0.17, 0.40, 0.44, 0.32, -0.15, 0.11, -0.75, -0.28, -0.82, 0.82, -1.33, -0.50, 0.25, 0.31, 0.30, 0.40, 0.31, 0.09, 0.30, 0.32, 0.39, -0.11, 0.28, -0.77, -0.38, -1.02, 1.62, -1.48, -0.32, 0.27, 0.27, 0.32, 0.46, 0.32, -0.27, 0.28, 0.25, 0.43, 0.22, 0.10, -0.60, 0.24, 0.25, -0.57, 0.18, 0.16]}

---

# 2
{"formula": "C20H60BF4O10S10", "method": "ωB97M-V with the def2-TZVPD basis set", "total_charge": -1, "orbital_gap_ev": 7.5, "homo_ev": -6.011, "e_lumo_ev": 1.54, "energy_ev": -162086.8542, "de_lowest_kcal_mol": 0.0, "elements": ["B", "F", "F", "F", "F", "C", "S", "O", "C", "H", "H", "H", "H", "H", "H", "C", "S", "O", "C", "H", "H", "H", "H", "H", "H", "C", "S", "O", "C", "H", "H", "H", "H", "H", "H", "C", "S", "O", "C", "H", "H", "H", "H", "H", "H", "C", "S", "O", "C", "H", "H", "H", "H", "H", "H", "C", "S", "O", "C", "H", "H", "H", "H", "H", "H", "C", "S", "O", "C", "H", "H", "H", "H", "H", "H", "C", "S", "O", "C", "H", "H", "H", "H", "H", "H", "C", "S", "O", "C", "H", "H", "H", "H", "H", "H", "C", "S", "O", "C", "H", "H", "H", "H", "H", "H"], "coordinates": [[-0.463908, 0.633333, -0.273294], [-1.601868, -0.063717, -0.786773], [-0.907867, 1.291603, 0.904474], [0.577306, -0.243202, -0.016241], [-0.119223, 1.572697, -1.250122], [-0.614480, 5.911143, 4.056126], [-0.807631, 4.234532, 4.783278], [-2.253689, 3.880724, 4.588451], [0.100067, 3.367372, 3.442930], [-1.157613, 6.714089, 4.549862], [-1.187521, 5.807242, 3.132286], [0.393378, 6.147473, 3.729603], [0.200633, 2.303192, 3.634718], [1.070011, 3.840833, 3.272951], [-0.407760, 3.476981, 2.483344], [0.997955, -2.246695, 2.149261], [1.516413, -3.914836, 2.636607], [1.366216, -4.697602, 1.351243], [3.286068, -3.590708, 2.710910], [1.391869, -1.991334, 1.167211], [1.450739, -1.550094, 2.866714], [-0.043766, -1.930468, 2.158960], [3.620236, -3.088312, 1.808752], [3.781490, -4.560188, 2.781811], [3.512096, -3.119946, 3.670479], [-6.383627, -2.994694, 2.173781], [-4.594539, -3.106339, 1.779115], [-4.519486, -3.884950, 0.475295], [-4.372610, -1.343854, 1.329431], [-6.919271, -2.564523, 1.326994], [-6.515805, -2.246967, 2.962011], [-6.760903, -3.958245, 2.498167], [-4.169793, -0.756580, 2.223304], [-5.234037, -1.092105, 0.717755], [-3.454743, -1.345230, 0.738373], [-0.916943, -2.012710, 6.353627], [-1.820024, -1.718964, 4.795916], [-3.216479, -1.333433, 5.171468], [-0.889081, -0.181631, 4.395724], [-1.344584, -2.934528, 6.744771], [-1.117029, -1.241360, 7.099494], [0.155265, -2.021371, 6.168573], [-1.279349, 0.144430, 3.428217], [0.197205, -0.181320, 4.406225], [-1.263415, 0.577866, 5.088500], [5.630618, 1.389941, -0.709470], [4.354726, 0.972754, -1.965093], [4.708859, -0.433497, -2.349181], [2.909008, 1.013736, -0.911539], [5.825420, 0.463003, -0.177107], [5.369537, 2.243024, -0.087049], [6.458411, 1.681627, -1.353875], [2.950479, 0.258162, -0.127574], [1.998524, 0.805877, -1.480101], [2.803284, 2.054760, -0.602987], [-1.084959, -3.457755, -3.163973], [-2.200441, -3.258696, -1.772976], [-2.916553, -4.556330, -1.574293], [-0.852350, -3.340185, -0.566470], [-1.636296, -3.652281, -4.090350], [-0.538137, -4.395509, -3.045090], [-0.491411, -2.570369, -3.370317], [-0.209096, -4.210733, -0.690246], [-1.325308, -3.288631, 0.412755], [-0.141021, -2.511311, -0.612554], [-2.710332, 2.634912, -3.003105], [-3.749990, 1.658043, -4.118533], [-2.939132, 1.367197, -5.370345], [-3.722377, 0.144499, -3.097829], [-2.708412, 3.699398, -3.231177], [-1.693032, 2.264190, -3.147925], [-2.913484, 2.479745, -1.943403], [-4.094451, 0.373944, -2.103497], [-2.685616, -0.183249, -3.038656], [-4.280792, -0.613361, -3.641623], [2.534245, 0.560289, -4.722659], [1.035948, 0.278399, -5.740467], [1.251606, -0.987550, -6.512612], [-0.055200, 0.027183, -4.292032], [3.431265, 0.479710, -5.328358], [2.553336, -0.296135, -4.044100], [2.390689, 1.505807, -4.205848], [-1.077832, -0.146809, -4.604738], [0.031370, 0.905447, -3.649112], [0.459224, -0.752615, -3.725289], [2.632230, -2.554212, -2.305814], [3.425350, -3.790536, -1.246403], [3.793428, -4.892752, -2.172004], [4.861614, -2.777450, -0.722522], [2.360837, -1.618679, -1.805238], [1.746187, -2.922323, -2.819175], [3.307925, -2.215200, -3.099439], [4.613048, -1.843880, -0.223205], [5.463013, -2.540300, -1.605073], [5.470527, -3.438409, -0.105618], [-0.963565, 4.469065, -0.247812], [-0.412086, 6.193720, -0.117074], [0.091990, 6.474156, 1.273461], [0.992602, 6.081063, -1.267788], [-1.495263, 4.323971, -1.183414], [-1.651860, 4.324701, 0.585031], [-0.108988, 3.809722, -0.114211], [1.911337, 5.697162, -0.815831], [1.341115, 7.084832, -1.524741], [0.670334, 5.541118, -2.154611]], "forces_ev_per_a": [[-2.10, -0.05, 0.06], [0.48, -0.14, 0.16], [0.62, -0.07, -0.12], [0.20, -0.11, 0.15], [0.58, 0.45, -0.18], [-0.88, -0.68, -1.05], [-0.23, 0.11, -0.67], [0.62, 0.19, 0.22], [0.10, 0.65, -0.41], [0.41, -0.24, 0.80], [0.16, -0.11, -0.11], [0.12, 0.07, 0.43], [-0.03, 0.06, 0.33], [0.12, -0.13, 0.42], [-0.44, 0.04, 0.25], [0.81, 1.21, 0.75], [-0.59, -0.31, -2.16], [-0.12, 0.09, 1.31], [0.03, -0.33, 0.75], [0.12, -0.39, -0.03], [0.22, -0.06, -0.02], [-0.29, -1.01, 0.02], [0.00, 0.27, 0.11], [-0.26, -0.15, -0.27], [0.07, 0.55, -0.29], [0.44, 1.03, 0.28], [-0.56, -0.59, -1.33], [-0.17, 1.02, 1.64], [0.45, -1.08, 0.08], [0.09, -0.50, -0.31], [0.18, -0.25, 0.27], [0.04, -0.08, -0.17], [-0.50, 0.16, 0.03], [0.06, 0.48, 0.08], [-0.11, 0.06, -0.19], [-0.59, 0.09, 0.07], [0.62, 0.48, 0.54], [0.71, 0.04, -0.26], [-1.44, 0.65, -0.10], [0.46, -0.21, -0.01], [-0.22, 0.25, -0.31], [-0.02, -0.46, -0.09], [0.32, -0.11, -0.18], [-0.02, -0.56, 0.00], [0.08, -0.13, 0.22], [-0.46, 0.13, -0.99], [0.53, 0.11, 0.12], [-0.28, 0.72, 0.10], [-0.23, -0.29, -0.48], [0.10, 0.11, 0.19], [-0.18, -0.15, 0.12], [0.31, -0.20, 0.29], [0.16, 0.35, 0.26], [0.38, -0.05, -0.23], [0.13, -0.12, 0.46], [-0.36, -0.67, -1.23], [0.34, -0.91, 0.64], [0.40, 0.45, -0.82], [0.45, 0.73, 0.22], [-0.45, 0.29, 0.23], [0.43, 0.31, 0.37], [0.21, -0.12, 0.40], [-0.60, -0.44, 0.05], [0.02, -0.35, 0.03], [-0.44, 0.38, -0.30], [0.91, -0.21, 0.07], [0.23, -0.35, -0.47], [-0.53, 0.28, 1.22], [0.55, 0.41, -0.68], [-0.35, -0.05, -0.26], [-0.03, -0.01, -0.06], [-0.42, -0.10, -0.10], [-0.17, -0.17, -0.02], [0.00, 0.05, 0.22], [-0.27, 0.06, 0.18], [-0.89, -1.00, -0.10], [0.14, 0.56, -0.48], [-0.21, 0.26, 0.81], [1.39, -0.08, -0.05], [-0.08, 0.40, -0.22], [0.16, 0.25, 0.24], [0.28, 0.04, 0.02], [0.04, -0.16, -0.05], [-0.20, 0.19, -0.26], [-0.59, -0.38, -0.02], [0.27, 1.01, -0.73], [-1.30, 0.60, 0.25], [0.77, 0.22, 0.09], [0.73, -0.80, -1.10], [-0.01, -0.37, 0.49], [-0.03, -0.59, 0.43], [0.23, -0.43, 0.22], [-0.36, -0.22, 0.05], [-0.18, 0.08, 0.09], [-0.16, 0.02, 0.28], [0.48, 0.44, 0.80], [-0.08, 0.40, -0.11], [0.09, -0.51, -0.90], [0.57, 0.59, 0.37], [0.19, -0.02, -0.12], [-0.06, -0.02, -0.05], [-0.13, -0.21, -0.21], [-0.46, -0.79, 0.22], [-0.66, 0.15, -0.18], [0.13, -0.06, -0.01]], "mulliken_charge": [0.56, -0.30, -0.30, -0.01, -0.49, -0.74, 0.42, -0.60, -0.24, 0.41, 0.15, 0.27, 0.03, 0.44, -0.12, -0.18, 0.38, -0.57, -0.64, -0.30, 0.41, 0.19, -0.12, 0.38, 0.41, -1.05, 0.49, -0.57, -0.46, 0.31, 0.39, 0.33, 0.36, 0.43, -0.28, -1.11, 0.74, -0.67, -1.22, 0.36, 0.32, 0.33, 0.15, 0.45, 0.64, -1.01, 0.44, -0.51, -0.11, 0.24, 0.35, 0.38, 0.15, -0.55, 0.58, -0.61, 0.63, -0.68, -0.53, 0.51, 0.38, -0.31, 0.59, 0.13, -0.21, -0.69, 0.32, -0.58, -0.34, 0.46, 0.10, 0.26, 0.33, -0.31, 0.46, -0.31, 0.37, -0.64, 0.57, 0.42, -0.31, 0.33, 0.50, -0.31, -0.68, -0.87, 0.79, -0.75, -0.85, -0.01, 0.22, 0.54, -0.08, 0.40, 0.47, -0.53, 0.36, -0.57, -0.95, 0.29, 0.33, 0.03, 0.28, 0.35, 0.34]}